A molecular structure, C18H27O14Pt in a non-equilibrium geometry, computed with ωB97M-V/def2-TZVPD.

The geometry in ORCA input format:
```
! wB97M-V def2-TZVPD RIJCOSX def2/J DEFGRID3
* xyz 1 3
Pt -0.570 -2.048 7.387
C -1.697 -0.331 1.057
C -1.041 -0.728 2.457
O -0.538 0.037 3.257
O -1.003 -1.947 2.711
H -1.288 -1.067 0.366
H -1.251 0.568 0.632
H -2.772 -0.159 1.113
C 4.711 7.175 3.041
C 4.751 6.559 1.638
C 3.564 6.029 0.903
O 3.705 6.443 -0.440
C 4.696 7.261 -0.515
O 4.902 7.857 -1.598
O 5.208 7.523 0.741
H 5.666 7.568 3.391
H 4.485 6.381 3.754
H 4.053 8.041 3.109
H 5.371 5.662 1.604
H 2.695 6.506 1.356
H 3.593 4.945 1.016
C 0.767 5.090 -8.848
C 1.594 3.739 -8.855
C 2.970 3.693 -8.190
O 2.913 2.786 -7.092
C 1.641 2.469 -6.899
O 1.170 1.791 -5.988
O 0.925 2.981 -7.870
H 0.901 5.660 -7.928
H -0.319 5.038 -8.931
H 1.265 5.708 -9.595
H 1.686 3.080 -9.719
H 2.988 4.635 -7.641
H 3.828 3.469 -8.823
C 2.569 -9.431 1.342
C 3.222 -8.910 0.011
C 3.112 -7.391 -0.211
O 4.303 -6.960 -0.747
C 5.227 -7.944 -0.467
O 6.350 -7.954 -0.760
O 4.612 -8.968 0.194
H 2.884 -8.960 2.273
H 2.741 -10.498 1.199
H 1.528 -9.115 1.407
H 2.888 -9.510 -0.836
H 2.901 -6.869 0.722
H 2.239 -7.068 -0.777
C -8.263 -3.154 5.862
C -9.168 -2.136 5.141
C -9.115 -0.633 5.567
O -8.726 0.028 4.474
C -8.744 -0.862 3.396
O -8.725 -0.421 2.221
O -8.812 -2.141 3.833
H -8.016 -3.045 6.918
H -7.326 -3.182 5.306
H -8.514 -4.206 5.725
H -10.203 -2.428 5.320
H -8.460 -0.443 6.418
H -10.075 -0.211 5.866
*
```

Properties
LUMO (spin up / spin down) = -8.856 / -8.932 eV
HOMO-LUMO gap (spin up / spin down) = 0.1014 / 0.0986 Ha
⟨S²⟩ = 2.036
Relative energy (zero: lowest compared OMol25 entry of this formula, charge and spin) = 797.84 kJ/mol
DFT total energy = -50998.34113 eV